[1]
{
  "formula": "C12H30InN2O4",
  "method": "wB97M-V/def2-TZVPD",
  "symbols": ["In", "C", "O", "C", "C", "N", "C", "C", "O", "C", "H", "H", "H", "H", "H", "H", "H", "H", "H", "H", "H", "H", "H", "H", "H", "C", "O", "C", "C", "N", "C", "C", "O", "C", "H", "H", "H", "H", "H", "H", "H", "H", "H", "H", "H", "H", "H", "H", "H"],
  "positions_angstrom": [[-1.2485, 0.4612, 0.1877], [-3.9905, -0.3718, -1.9009], [-2.6206, -0.4373, -1.4966], [-1.9985, -1.6964, -1.6207], [-0.4918, -1.5623, -1.6004], [0.0226, -1.1478, -0.2964], [1.4425, -0.8686, -0.4377], [2.2930, -2.1079, -0.6362], [2.5543, -2.5796, 0.6253], [3.5862, -3.5686, 0.7938], [-4.1101, -0.7375, -2.9207], [-4.3125, 0.6681, -1.9548], [-4.6985, -0.8787, -1.2451], [-2.2503, -2.2118, -2.5476], [-2.4457, -2.2184, -0.7748], [-0.1089, -0.9280, -2.3999], [-0.0297, -2.5281, -1.8052], [-0.0654, -2.0528, 0.1433], [1.7739, -0.3657, 0.4708], [1.5955, -0.1679, -1.2585], [3.2322, -1.7753, -1.0782], [1.8835, -2.9388, -1.2107], [4.5346, -3.0776, 0.5757], [3.3112, -4.3552, 0.0912], [3.5998, -3.9843, 1.8013], [0.9045, -1.7993, 2.1647], [0.6069, -0.5992, 1.4750], [1.7566, 0.2543, 1.6367], [1.6772, 1.4399, 0.6688], [0.3503, 1.9901, 0.8596], [0.2468, 3.0644, -0.1742], [-1.0807, 3.8262, -0.1880], [-2.2727, 2.9724, -0.1722], [-3.4256, 3.6485, 0.3973], [0.8837, -1.6361, 3.2422], [1.8498, -2.2902, 1.9332], [0.0929, -2.4969, 1.9578], [2.6802, -0.3234, 1.6029], [1.8303, 0.5736, 2.6763], [1.7484, 1.0966, -0.3633], [2.3558, 2.2279, 0.9952], [0.2891, 2.4981, 1.7305], [0.2949, 2.6363, -1.1754], [1.0553, 3.7909, -0.0917], [-1.2001, 4.5913, -0.9551], [-1.0416, 4.2794, 0.8026], [-3.5106, 4.5574, -0.1984], [-3.2110, 4.0660, 1.3810], [-4.3386, 3.0629, 0.2900]],
  "atomic_forces_ev_per_a": [[-0.28, 1.87, 0.29], [-1.73, 0.80, -0.60], [1.27, 2.08, 0.70], [0.05, -1.30, 0.03], [-0.26, -1.03, -1.59], [-1.81, -1.42, -5.12], [1.88, -1.01, -3.13], [0.69, -0.10, -0.43], [1.53, -0.92, 0.46], [-0.09, -0.06, -1.14], [0.38, -0.30, 0.05], [0.41, 0.09, 0.22], [0.46, -0.34, 0.24], [-0.39, 0.23, -0.05], [0.55, -1.07, -0.03], [-0.33, 0.36, -0.04], [-0.41, -0.20, -0.33], [-0.23, 0.18, 1.41], [1.17, -3.03, -5.52], [-0.26, -0.70, -0.72], [0.06, 0.03, -0.55], [-0.15, 0.19, -0.63], [0.17, -0.42, -0.11], [0.69, -0.31, 0.03], [-0.33, 0.37, 0.03], [-1.70, -1.09, 3.46], [0.48, 2.23, 7.41], [0.49, 2.28, 4.34], [0.29, -0.05, 2.07], [-1.76, 1.39, -2.14], [-1.58, 0.35, -1.98], [-0.52, -0.16, 2.31], [1.60, -1.83, -0.05], [0.21, 1.44, -0.53], [-0.35, 0.23, 0.15], [-0.88, 1.01, 0.23], [-0.14, -0.14, 0.00], [0.20, -0.05, -0.30], [-0.53, 0.54, 0.27], [0.56, 1.42, 0.64], [0.54, -0.22, -0.41], [-0.30, -0.38, 0.82], [0.65, -0.57, -0.08], [0.01, -0.02, 0.15], [0.35, -0.21, -0.12], [-0.56, 0.78, 0.01], [-0.45, -0.04, -0.31], [-0.10, -0.77, 0.38], [0.41, -0.16, 0.21]],
  "multiplicity": 1,
  "de_lowest_kj_mol": 520.6,
  "gap_ev": 5.459,
  "total_charge": 3
}

[2]
{
  "formula": "C11H48N6O17",
  "method": "wB97M-V/def2-TZVPD",
  "symbols": ["C", "O", "N", "N", "H", "H", "H", "H", "C", "O", "N", "N", "H", "H", "H", "H", "C", "O", "N", "N", "H", "H", "H", "H", "C", "C", "O", "O", "H", "H", "H", "H", "H", "H", "C", "C", "O", "O", "H", "H", "H", "H", "H", "H", "C", "C", "O", "O", "H", "H", "H", "H", "H", "H", "C", "C", "O", "O", "H", "H", "H", "H", "H", "H", "O", "H", "H", "O", "H", "H", "O", "H", "H", "O", "H", "H", "O", "H", "H", "O", "H", "H"],
  "positions_angstrom": [[0.0597, 2.3334, 4.3295], [0.5802, 2.3948, 3.2343], [0.7520, 2.3838, 5.3163], [-1.2017, 2.2696, 4.5896], [0.3321, 2.1620, 6.2077], [1.7361, 2.4960, 5.1188], [-1.3951, 2.2473, 5.5806], [-1.7844, 2.4019, 3.7753], [-5.8705, -1.2181, 0.1352], [-5.5074, -1.6329, 1.2362], [-5.1819, -0.8988, -0.8433], [-7.1483, -1.1553, -0.1297], [-4.1768, -0.8141, -0.7909], [-5.5087, -0.6874, -1.7753], [-7.7323, -1.6767, 0.5085], [-7.4562, -0.7650, -1.0089], [0.2617, -0.4629, -0.4431], [1.1085, -0.1083, -1.2847], [0.1331, 0.1684, 0.6096], [-0.5857, -1.4887, -0.5830], [0.4902, 1.0965, 0.7860], [-0.2797, -0.3320, 1.3838], [-1.4330, -1.4602, -0.0339], [-0.6463, -2.1399, -1.3527], [-0.8420, 4.3945, 0.7391], [0.1314, 5.1205, 1.6620], [0.1493, 6.5056, 1.4031], [-0.3063, 4.4589, -0.5647], [-1.7803, 4.9477, 0.6983], [-0.9732, 3.3599, 1.0558], [1.1408, 4.7104, 1.6301], [-0.3707, 5.0992, 2.6292], [0.0909, 6.6980, 0.4644], [-0.8653, 4.1219, -1.2687], [0.0763, -5.0315, -3.7249], [-0.1277, -4.1148, -2.5436], [-1.1246, -3.1247, -2.8016], [0.6027, -4.3114, -4.9144], [-0.8878, -5.4581, -4.0016], [0.8027, -5.8174, -3.5182], [0.7351, -3.6253, -2.0919], [-0.3716, -4.6989, -1.6562], [-1.9845, -3.5500, -2.8388], [-0.1460, -3.8639, -5.3153], [2.1230, 3.4422, -2.4338], [2.8409, 3.6611, -3.8569], [2.3748, 2.6752, -4.6699], [2.7628, 4.3786, -1.5444], [2.3659, 2.4158, -2.1589], [1.0369, 3.4773, -2.5188], [3.9145, 3.6096, -3.6759], [2.6850, 4.6843, -4.1987], [2.6216, 1.8495, -4.2470], [2.1855, 4.6622, -0.8317], [1.8828, -0.9513, 4.7120], [3.1454, -1.4004, 4.0752], [2.8541, -2.5740, 3.3574], [1.3310, -2.0841, 5.5226], [1.1719, -0.5381, 3.9964], [2.0132, -0.2263, 5.5153], [3.8510, -1.5928, 4.8834], [3.6066, -0.6037, 3.4915], [3.6664, -2.9197, 2.9803], [1.2564, -2.7904, 4.8767], [-3.3351, -4.1240, -1.1215], [-3.2088, -3.7304, -0.2582], [-3.9984, -3.5757, -1.5406], [0.5048, -1.3811, -4.1856], [0.5513, -2.3289, -4.0601], [-0.3507, -1.1343, -3.8343], [2.8719, -2.5623, -1.1655], [2.2469, -1.9257, -1.5124], [3.1225, -3.0903, -1.9235], [2.8699, 0.0859, -3.8835], [2.1611, 0.2235, -3.2551], [2.6057, -0.6907, -4.3768], [3.5661, -0.2211, 0.9588], [3.2450, -1.0728, 0.6625], [2.7775, 0.3133, 1.0527], [-2.6161, -1.4260, 1.9351], [-2.6719, -2.3311, 1.6287], [-3.5265, -1.1368, 1.9964]],
  "atomic_forces_ev_per_a": [[-1.96, 0.12, -6.93], [0.07, 0.00, -3.13], [6.72, 0.22, 9.10], [-3.84, -0.45, -0.32], [1.10, 0.24, 0.21], [-0.02, -0.24, 0.82], [-1.41, 0.18, -0.77], [-0.68, -0.20, 0.86], [-2.87, -2.33, 5.40], [1.24, 0.07, 0.37], [6.77, 2.32, -6.53], [-3.65, 0.04, -0.22], [-0.10, -0.03, 0.42], [-0.38, -0.06, 0.45], [-0.30, 0.43, -0.38], [-0.49, -0.36, 0.46], [2.29, -1.65, -6.77], [-0.16, -0.73, -0.65], [-1.35, 3.68, 7.83], [-1.56, -1.78, 0.03], [0.26, -0.30, -0.14], [-0.25, 0.58, 0.21], [0.24, 0.09, 0.21], [0.41, 0.60, -0.24], [0.26, 0.24, -0.39], [-1.43, 0.29, -0.23], [0.10, 0.79, -0.15], [1.07, 0.15, -0.67], [-0.30, -0.11, 0.60], [-0.10, -0.06, 0.18], [-0.14, -0.31, 0.24], [0.69, -0.61, 0.42], [0.16, -0.27, -0.22], [-0.27, -0.08, 0.33], [0.76, 1.12, -1.30], [-0.12, -0.44, 0.94], [0.25, -0.17, -0.32], [-0.41, -0.73, 1.50], [0.00, -0.28, 0.09], [-0.13, 0.04, 0.07], [0.46, 0.41, -1.01], [-0.74, -0.52, -0.07], [-0.13, -0.23, 0.31], [-0.07, 0.11, -0.16], [2.01, 0.84, -1.18], [-0.59, 0.64, 3.15], [-0.53, -0.13, -1.61], [-0.49, -0.32, -0.27], [0.07, -0.14, 0.34], [0.03, 0.58, 0.05], [0.27, -0.20, 0.11], [-0.54, -0.16, -0.40], [0.15, -0.75, -0.46], [-0.36, -0.24, -0.08], [-1.13, -1.02, 2.02], [0.85, 0.52, 0.71], [-0.05, -0.16, -0.47], [0.21, 1.42, -1.34], [-0.28, -0.30, -0.09], [0.45, 0.34, -0.43], [0.16, -0.35, 0.16], [-0.24, -0.03, -0.52], [0.00, 0.00, -0.09], [-0.02, -0.38, 0.01], [0.19, -0.18, -0.33], [-0.01, 0.03, 0.27], [-0.38, 0.13, 0.01], [0.21, 0.25, -0.41], [0.04, -0.26, -0.12], [-0.06, 0.07, 0.19], [-0.01, -0.52, 0.35], [-0.27, 0.86, -0.17], [0.27, -0.07, -0.16], [0.77, 0.29, 0.07], [-0.45, -0.39, 0.51], [-0.31, 0.02, -0.15], [0.36, 0.13, 0.39], [-0.06, -0.33, -0.35], [-0.18, 0.16, -0.11], [0.79, 0.23, -0.26], [-0.14, -0.26, 0.24], [-0.71, -0.07, -0.04]],
  "multiplicity": 1,
  "de_lowest_kj_mol": 437.2,
  "gap_ev": 7.904
}

For each record above, in turn, the calculated E_LUMO values are -13.58; -0.64 eV.
For each record above, in turn, the calculated HOMO level values are -0.700; -0.314 hartree.